57
Properties=species:S:1:pos:R:3:forces:R:3:lowdin_charge:R:1 method="wB97M-V/def2-TZVPD" e_homo_ev=-9.596 total_energy_ha=-1006.59898 relative_energy_ev=2.244 homo_lumo_gap_ev=10.25
C 1.0884 2.8969 -1.5404 -1.6213 1.2239 -1.4378 -0.0955
C 1.8699 1.7621 -1.0570 0.6766 -1.6731 -0.3178 -0.3264
O 1.4287 0.5085 -1.5849 1.0909 -1.5910 0.5064 -0.1163
H 1.0858 3.1123 -2.6282 0.7553 -0.3661 0.3653 0.0889
H 1.4550 3.8003 -1.0381 -0.4333 -0.0599 0.0013 0.0857
H 0.0134 2.7119 -1.4077 0.1584 0.2395 0.7216 0.0644
H 1.7575 1.7078 0.0148 0.3112 0.1923 0.5173 0.0846
H 2.9041 1.8745 -1.3659 0.4670 0.2360 0.3798 0.1177
H 2.0251 -0.2273 -1.1792 -1.3906 1.7136 -0.9152 0.0875
C -1.6966 -3.4251 2.3840 -0.8565 1.1639 -0.5143 -0.0892
C -0.4108 -3.5135 1.6441 1.4619 0.3135 0.6449 -0.3116
O -0.2409 -2.4559 0.6871 -0.4476 -2.0739 -0.7900 -0.0869
H -1.7096 -2.4657 2.9403 -0.0659 -0.7329 0.1888 0.0860
H -1.8889 -4.3092 2.9917 -0.0035 0.2380 0.1537 0.0802
H -2.4757 -3.3054 1.6222 -0.2065 -0.2999 0.2375 0.0785
H -0.2867 -4.4577 1.1576 -0.2066 -0.4625 -0.8220 0.1049
H 0.4104 -3.5305 2.3860 -0.0057 0.3955 -0.2716 0.1147
H -0.0453 -1.6624 1.1404 0.3298 1.8379 1.2328 0.0046
C -2.5900 -0.1094 -2.2195 -1.2120 -1.1964 -0.6081 -0.0755
C -2.5279 0.8779 -1.0948 -0.6975 0.9051 -0.1828 -0.3460
O -1.5400 0.6156 -0.1208 -0.6677 -2.8112 0.5116 -0.1034
H -2.9421 -1.0711 -1.8267 0.0156 -0.0821 -0.0514 0.0765
H -1.6461 -0.3034 -2.6848 0.8223 0.1059 -0.1117 0.0498
H -3.2879 0.1209 -3.0722 0.4677 0.2677 1.0705 0.0996
H -3.5318 1.0425 -0.6390 0.5075 -0.2179 -0.1367 0.1180
H -2.2119 1.8012 -1.5076 0.0470 1.2656 -0.4253 0.0856
H -1.6748 -0.3690 0.0563 0.7320 1.7107 0.0152 0.1050
C -2.9993 3.0915 2.1182 -0.1727 -1.8685 -1.1830 -0.1076
C -1.6582 3.5624 2.5596 0.3663 1.0468 2.3559 -0.3512
O -0.4871 3.2665 1.8123 -0.8174 0.4151 -0.8300 -0.0805
H -3.7653 3.3997 2.8443 0.1742 0.3200 -0.5448 0.0831
H -3.0396 1.9735 2.1116 0.0977 0.7225 -0.1009 0.0807
H -3.1589 3.3995 1.0700 -0.5485 0.1200 0.5063 0.0806
H -1.4715 3.0784 3.5362 0.0322 0.5617 -0.1699 0.1172
H -1.7628 4.6801 2.7122 0.4940 -0.9960 0.0201 0.1267
H -0.5511 3.8730 1.0571 0.4763 -0.5293 -0.0529 0.0864
C 2.4164 -2.0667 -4.2618 -0.7138 -1.1090 1.3388 -0.0865
C 0.8864 -1.9723 -4.1108 -0.2862 0.8770 0.2305 -0.2935
O 0.4762 -0.5986 -4.3853 -0.2706 -1.2775 -0.3449 -0.1112
H 2.7420 -3.1328 -4.1833 -0.1601 0.7276 0.0183 0.0787
H 2.8730 -1.5055 -3.4177 0.0008 -0.2198 -0.8065 0.0683
H 2.6884 -1.7078 -5.2438 0.2010 0.3367 -0.0629 0.0641
H 0.4440 -2.3228 -3.1445 0.8603 0.4509 -0.2514 0.1103
H 0.3642 -2.6140 -4.8171 0.1090 0.2316 -0.5028 0.0967
H 0.7433 -0.0363 -3.6580 0.2936 0.0446 0.5900 0.0317
C 2.1718 -0.5230 3.5324 0.9350 -0.3958 -1.3278 -0.0596
C 1.6393 0.3975 2.4322 2.4974 0.8126 0.3298 -0.3528
O 0.4095 -0.0004 1.9775 -2.3704 0.5997 -0.6007 -0.0885
H 3.1312 -0.2281 3.9648 -0.1087 0.4573 -0.2197 0.0773
H 2.3859 -1.5239 3.1156 -0.3779 0.2247 0.1169 0.0691
H 1.4842 -0.6173 4.3245 -0.9795 -0.1573 0.9521 0.0555
H 2.3607 0.4572 1.6045 0.0938 -0.5745 -0.0543 0.0969
H 1.6420 1.4425 2.7286 -0.3955 0.2003 0.6483 0.1113
H -0.1173 0.8084 1.7231 0.6172 -1.1777 0.0704 0.0961
O 2.4492 -1.9415 -0.3538 -0.3517 -0.2383 1.0915 -0.0868
H 1.4706 -1.9810 -0.1676 1.1032 -0.4034 0.0187 0.0350
H 2.9013 -2.2849 0.4613 -0.8274 0.5559 -1.1971 0.0711